Entry from the OMol25 dataset: a molecular structure, C25H51N3O3P2W in a non-equilibrium geometry (ωB97M-V with the def2-TZVPD basis set).

CARTESIAN COORDINATES (ANGSTROEM)
1 W 0.10 0.12 0.20
2 C -1.64 -0.58 -0.78
3 O -2.45 -0.39 -1.60
4 C 1.75 1.09 0.63
5 O 2.80 1.56 0.92
6 P 1.35 -0.50 -1.91
7 C 1.55 0.75 -3.27
8 H 2.17 0.22 -4.01
9 C 3.15 -0.90 -1.55
10 H 3.47 0.02 -1.04
11 C 0.59 -1.91 -2.85
12 H -0.39 -1.48 -3.11
13 C -3.02 1.05 1.97
14 P -1.33 1.63 1.45
15 H -1.72 3.94 0.99
16 H -3.55 0.97 1.00
17 C -0.64 2.48 2.96
18 H -1.52 3.01 3.38
19 C 3.28 -2.08 -0.59
20 H 4.30 -2.07 -0.17
21 H 3.13 -3.04 -1.10
22 H 2.58 -2.02 0.26
23 C 4.08 -1.12 -2.76
24 H 3.86 -2.05 -3.29
25 H 5.11 -1.20 -2.37
26 H 4.07 -0.29 -3.47
27 C 1.29 -2.38 -4.12
28 H 1.54 -1.57 -4.82
29 H 0.60 -3.05 -4.65
30 H 2.20 -2.95 -3.91
31 C 0.34 -3.12 -1.96
32 H -0.32 -3.82 -2.49
33 H -0.16 -2.86 -1.02
34 H 1.27 -3.66 -1.70
35 C 0.22 1.10 -3.94
36 H -0.22 0.23 -4.45
37 H 0.40 1.88 -4.69
38 H -0.51 1.48 -3.21
39 C 2.32 2.00 -2.82
40 H 1.80 2.52 -2.01
41 H 2.40 2.68 -3.69
42 H 3.34 1.76 -2.49
43 C -3.79 2.01 2.89
44 H -3.85 3.04 2.51
45 H -3.36 2.03 3.90
46 H -4.82 1.63 2.98
47 C -2.96 -0.33 2.60
48 H -2.45 -0.32 3.57
49 C -0.47 3.16 -0.63
50 H -2.45 -1.04 1.95
51 H -3.99 -0.70 2.75
52 C -3.00 2.96 -0.45
53 H -0.32 2.19 -1.16
54 H -0.68 3.89 -1.42
55 H 0.46 3.44 -0.10
56 C -1.67 3.06 0.32
57 H -3.04 3.79 -1.17
58 H -3.87 3.05 0.21
59 H -3.08 2.02 -1.03
60 C 0.44 3.53 2.67
61 H 1.32 3.09 2.17
62 H 0.78 3.94 3.64
63 H 0.07 4.37 2.07
64 C -0.15 1.45 3.98
65 H 0.63 0.80 3.54
66 H -0.96 0.81 4.35
67 H 0.29 1.98 4.84
68 H -1.03 4.61 -3.59
69 H -0.60 4.27 -4.10
70 C -2.22 -4.72 1.64
71 N -1.14 -3.75 1.85
72 C -0.25 -4.01 2.85
73 C 0.75 -3.13 3.12
74 C 0.81 -1.95 2.38
75 N -0.02 -1.70 1.35
76 C -1.06 -2.60 1.09
77 O -1.91 -2.36 0.18
78 N 1.72 -0.94 2.65
79 H -2.85 -4.42 0.81
80 H -2.80 -4.80 2.56
81 H -1.76 -5.70 1.43
82 H -0.41 -4.95 3.39
83 H 1.48 -3.30 3.91
84 H 2.51 -0.89 1.99
85 H 2.09 -0.93 3.59

Values from the calculation:
Charge: +4
Spin multiplicity: 3
Calculated total energy: -57724.4927 eV
Energy above the lowest of the compared OMol25 structures with the same formula, charge and spin: 0.0 kcal/mol
Orbital gap (spin up / spin down): 5.86 / 5.51 eV
HOMO (spin up / spin down): -21.757 / -21.792 eV
Expectation value of S²: 2.04